1.
Formula: C13H22N2O2
Source: OMol25
Level of theory: ωB97M-V/def2-TZVPD

ORCA input file:
```
! RIJCOSX wB97M-V def2-TZVPD def2/J DEFGRID3
* xyz 0 1
C 3.78 3.10 -4.10
C 4.60 2.40 -3.02
C 4.06 2.65 -1.61
N 2.75 2.09 -1.42
C 2.48 1.03 -0.65
O 3.27 0.42 0.05
C 1.00 0.64 -0.73
O 0.22 1.25 -1.44
N 0.73 -0.41 0.04
C -0.58 -0.98 0.22
C -1.10 -0.76 1.65
C -2.47 -1.36 1.82
C -3.57 -0.65 1.66
C -4.96 -1.19 1.79
C -4.96 -2.56 2.48
C -3.87 -3.44 1.88
C -2.51 -2.83 2.17
H 4.23 2.95 -5.08
H 3.74 4.17 -3.90
H 2.76 2.72 -4.13
H 5.63 2.75 -3.06
H 4.60 1.32 -3.21
H 4.03 3.73 -1.42
H 4.72 2.18 -0.87
H 1.97 2.46 -1.95
H 1.51 -0.77 0.58
H -1.25 -0.48 -0.49
H -0.55 -2.05 -0.01
H -1.13 0.31 1.85
H -0.40 -1.22 2.35
H -3.50 0.40 1.39
H -5.58 -0.49 2.35
H -5.40 -1.28 0.79
H -5.94 -3.03 2.36
H -4.77 -2.43 3.54
H -3.93 -4.45 2.29
H -4.02 -3.51 0.80
H -1.73 -3.36 1.62
H -2.27 -2.94 3.24
*
```

Computed properties:
E_tot	-20914.45554	eV
SMILES	CCCNC(=O)C(=O)NCCC1=CCCCC1
LUMO level	0.9	eV
energy above the lowest of the compared OMol25 structures with the same formula, charge and spin	0.00	kJ/mol
orbital gap	9.82	eV

2.
Formula: C13H22N6O2SV
Source: OMol25
Level of theory: ωB97M-V/def2-TZVPD

ORCA input file:
```
! RIJCOSX wB97M-V def2-TZVPD def2/J DEFGRID3
* xyz 3 1
V 0.03 0.98 -0.43
N 0.09 2.28 -2.22
C 1.07 3.37 -1.88
C 2.33 2.68 -1.43
N 2.02 1.74 -0.29
C 3.02 0.62 -0.27
C 2.65 -0.37 -1.36
N 1.20 -0.68 -1.23
H 0.31 1.89 -3.13
H -0.82 2.73 -2.33
H 0.63 3.99 -1.10
H 1.26 4.01 -2.74
H 3.10 3.39 -1.12
H 2.73 2.09 -2.25
H 2.11 2.27 0.57
H 2.99 0.16 0.71
H 4.03 1.02 -0.42
H 3.26 -1.27 -1.27
H 2.82 0.04 -2.35
H 1.09 -1.41 -0.53
H 0.86 -1.10 -2.09
C 1.06 -1.92 4.02
N 0.03 -2.11 3.00
C -0.78 -3.23 2.93
C -1.63 -3.05 1.90
N -1.34 -1.81 1.34
C -0.31 -1.25 2.03
S 0.44 0.27 1.81
C -2.15 -1.21 0.35
C -3.48 -1.60 0.26
C -4.26 -1.14 -0.79
C -3.69 -0.30 -1.74
C -2.38 0.09 -1.55
N -1.61 -0.33 -0.52
H 1.69 -2.81 4.06
H 0.59 -1.78 4.99
H 1.67 -1.06 3.78
H -0.68 -4.05 3.62
H -2.37 -3.72 1.50
H -3.91 -2.24 1.01
H -5.30 -1.43 -0.87
H -4.24 0.06 -2.59
H -1.92 0.76 -2.26
O -0.81 2.25 0.22
O -1.43 3.18 0.68
*
```

Computed properties:
E_tot	-63367.42497	eV
LUMO level (spin up / spin down)	-12.1 / -12.1	eV
energy above the lowest of the compared OMol25 structures with the same formula, charge and spin	44.90	kJ/mol
orbital gap (spin up / spin down)	6.22 / 6.21	eV

3.
Formula: C13H22N8O5
Source: OMol25
Level of theory: ωB97M-V/def2-TZVPD

ORCA input file:
```
! RIJCOSX wB97M-V def2-TZVPD def2/J DEFGRID3
* xyz 0 1
C 0.60 -2.83 1.05
C 0.35 -1.69 -0.09
N -0.87 -0.94 0.34
N -1.90 -0.96 -0.61
C -2.46 -2.27 -1.00
O -2.01 -2.97 -1.95
C -3.69 -2.60 -0.04
C -4.51 -3.88 0.20
C -5.63 -3.80 1.29
C -5.93 -2.49 2.11
C -5.11 -1.19 1.83
C -4.01 -1.30 0.75
C -2.98 -0.25 0.16
O -2.97 1.01 0.26
H 0.66 -2.25 2.04
H -0.39 -3.42 1.10
H 1.52 -3.47 0.85
H 0.31 -2.12 -1.14
H 1.23 -0.96 0.00
H -1.21 -1.22 1.27
H -4.29 -4.83 -0.40
H -6.30 -4.70 1.55
H -6.73 -2.45 2.93
H -5.26 -0.20 2.38
N 4.75 -2.03 -2.34
C 4.06 -1.12 -1.62
N 3.93 0.09 -2.22
O 3.58 -1.37 -0.52
H 5.15 -1.84 -3.24
H 4.87 -2.95 -1.93
H 3.42 0.80 -1.72
H 4.32 0.30 -3.12
N -3.33 5.05 -1.21
C -2.11 5.40 -0.73
N -1.60 4.53 0.18
O -1.52 6.41 -1.09
H -3.82 4.23 -0.92
H -3.75 5.66 -1.89
H -0.69 4.75 0.56
H -2.08 3.70 0.48
N 4.99 1.69 0.86
C 6.03 2.40 0.35
N 6.43 3.45 1.11
O 6.55 2.12 -0.72
H 4.55 1.91 1.74
H 4.66 0.91 0.33
H 7.20 4.00 0.77
H 6.00 3.68 1.99
*
```

Computed properties:
E_tot	-35992.96897	eV
SMILES	CCNN1C(=O)c2ccccc2C1=O.NC(N)=O.NC(N)=O.NC(N)=O
LUMO level	-1.2	eV
energy above the lowest of the compared OMol25 structures with the same formula, charge and spin	525.60	kJ/mol
orbital gap	7.57	eV

4.
Formula: C13H22N8O7SV
Source: OMol25
Level of theory: ωB97M-V/def2-TZVPD

ORCA input file:
```
! RIJCOSX wB97M-V def2-TZVPD def2/J DEFGRID3
* xyz 0 2
V -0.90 0.43 0.62
O -2.40 1.61 1.45
C -1.27 2.23 1.28
O -0.77 2.37 0.07
C -0.44 2.60 2.47
C -0.42 3.79 3.13
C 0.42 3.94 4.24
C 1.23 2.92 4.68
C 1.22 1.72 3.99
C 0.38 1.51 2.88
O 0.28 0.39 2.22
N 2.11 0.66 4.45
O 2.56 -0.12 3.63
O 2.39 0.63 5.63
N 0.44 5.21 4.96
O -0.29 6.10 4.55
O 1.18 5.32 5.91
H -1.04 4.62 2.82
H 1.86 3.05 5.55
N -1.70 -1.57 1.07
C -3.14 -1.51 0.71
C -3.25 -1.05 -0.73
N -2.46 0.18 -0.93
H -1.22 -2.29 0.54
H -1.57 -1.77 2.05
H -3.60 -0.78 1.37
H -3.63 -2.47 0.84
H -4.30 -0.91 -1.00
H -2.85 -1.82 -1.39
H -2.99 1.01 -0.67
H -2.16 0.28 -1.89
N 1.41 -1.56 0.46
N 0.83 -0.53 -0.36
H 1.42 -1.19 1.41
H 2.38 -1.70 0.20
H 0.55 -0.96 -1.25
H 1.50 0.21 -0.56
S -0.61 -2.25 -2.83
C 0.81 -3.09 -3.20
N 1.19 -3.29 -4.47
C 2.41 -3.97 -4.86
C 2.79 -4.98 -3.79
C 2.84 -4.29 -2.44
N 1.58 -3.58 -2.22
H 0.60 -2.87 -5.16
H 3.22 -3.25 -5.00
H 2.24 -4.47 -5.81
H 3.76 -5.43 -4.01
H 2.05 -5.78 -3.76
H 3.68 -3.59 -2.40
H 2.97 -5.01 -1.63
H 1.25 -3.40 -1.28
*
```

Computed properties:
E_tot	-76611.28251	eV
⟨S²⟩	0.779
LUMO level (spin up / spin down)	-0.1 / -0.1	eV
energy above the lowest of the compared OMol25 structures with the same formula, charge and spin	49.42	kJ/mol
orbital gap (spin up / spin down)	7.38 / 6.73	eV

5.
Formula: C13H22O6
Source: OMol25
Level of theory: ωB97M-V/def2-TZVPD

ORCA input file:
```
! RIJCOSX wB97M-V def2-TZVPD def2/J DEFGRID3
* xyz 0 1
C -3.83 -3.60 -4.60
C -2.54 -4.21 -3.84
C -2.03 -2.92 -2.97
C -0.67 -3.09 -2.32
O -0.18 -1.99 -1.46
C 0.16 -2.26 -0.14
O 0.44 -3.36 0.34
O 0.22 -1.07 0.52
C 0.58 -1.05 1.87
C 2.06 -1.36 2.07
C 0.21 0.31 2.49
O -1.01 0.55 2.39
O 1.22 1.07 3.07
C 1.04 2.48 3.18
C 1.92 3.26 2.22
C 1.27 3.37 0.90
C 0.81 4.81 0.87
C 1.83 5.57 1.75
O 2.23 4.62 2.77
H -4.27 -2.81 -3.96
H -3.60 -3.13 -5.57
H -4.50 -4.39 -4.81
H -2.78 -5.00 -3.12
H -1.77 -4.51 -4.48
H -1.87 -2.06 -3.67
H -2.76 -2.58 -2.28
H -0.84 -4.00 -1.69
H 0.05 -3.20 -3.13
H -0.11 -1.83 2.30
H 2.37 -2.40 1.98
H 2.34 -1.23 3.15
H 2.66 -0.64 1.53
H -0.01 2.66 2.97
H 1.31 2.85 4.16
H 2.95 2.75 2.09
H 0.52 2.54 0.71
H 2.04 3.37 0.05
H -0.20 4.90 1.34
H 0.77 5.17 -0.15
H 1.30 6.41 2.24
H 2.66 6.01 1.21
*
```

Computed properties:
E_tot	-26120.89228	eV
SMILES	CCCCOC(=O)O[C@@H](C)C(=O)OC[C@H]1CCCO1
LUMO level	0.8	eV
energy above the lowest of the compared OMol25 structures with the same formula, charge and spin	197.46	kJ/mol
orbital gap	10.86	eV

6.
Formula: C13H22S
Source: OMol25
Level of theory: ωB97M-V/def2-TZVPD

ORCA input file:
```
! RIJCOSX wB97M-V def2-TZVPD def2/J DEFGRID3
* xyz 0 1
C 3.55 2.26 -0.27
C 3.24 0.79 -0.03
C 2.79 0.53 1.40
C 2.54 -0.95 1.69
C 1.24 -1.15 2.49
C 0.11 -0.73 1.68
C -0.70 -0.37 0.88
C -2.03 0.23 -0.05
S -2.89 1.41 1.02
C -1.42 0.88 -1.29
C -0.99 -0.33 -2.12
C -1.98 -1.46 -1.77
C -2.81 -0.97 -0.56
C -4.23 -0.60 -0.97
H 3.78 2.45 -1.32
H 2.68 2.87 0.00
H 4.40 2.58 0.34
H 4.13 0.19 -0.25
H 2.45 0.47 -0.71
H 1.87 1.10 1.57
H 3.55 0.92 2.09
H 2.44 -1.49 0.75
H 3.37 -1.39 2.24
H 1.12 -2.20 2.76
H 1.27 -0.56 3.40
H -3.01 0.58 2.06
H -0.60 1.54 -1.04
H -2.19 1.46 -1.80
H 0.02 -0.62 -1.83
H -0.98 -0.10 -3.18
H -2.64 -1.67 -2.61
H -1.44 -2.37 -1.53
H -2.87 -1.75 0.21
H -4.79 -0.20 -0.13
H -4.75 -1.48 -1.34
H -4.22 0.14 -1.77
*
```

Computed properties:
E_tot	-24671.28593	eV
SMILES	CCCCCC#C[C@@]1(S)CCC[C@@H]1C
LUMO level	0.8	eV
energy above the lowest of the compared OMol25 structures with the same formula, charge and spin	0.00	kJ/mol
orbital gap	9.75	eV

> The highest energy above the lowest of the compared OMol25 structures with the same formula, charge and spin belongs to which entry?

C13H22N8O5